No. 1
Entry from OMol25: 2 unconnected molecules or ions with the total composition C3H7N2O2 at a distorted geometry (the ωB97M-V functional and the def2-TZVPD basis).

Calculated values
LUMO: 3.7 eV
Relative energy (zero: lowest compared OMol25 entry of this formula, charge and spin): 97.7 kcal per mole
HOMO level: -1.402 eV
Total charge: -1

Each line ends with the Mulliken charge.
Geometry (Å):
C: -2.703 -1.413 0.291  0.57
C: -0.146 1.077 -0.790  -0.99
C: 1.858 0.042 -0.081  -1.08
N: 0.003 -0.628 1.222  -0.75
N: 0.441 0.502 0.394  0.00
O: -3.276 -0.915 1.178  -0.36
O: -2.354 -1.927 -0.696  -0.37
H: 0.648 1.798 -1.178  0.30
H: -0.281 0.356 -1.595  0.27
H: -0.982 1.631 -0.450  0.37
H: 2.003 -0.762 0.639  0.52
H: 1.909 -0.339 -1.087  0.23
H: 2.569 0.921 -0.002  0.20
H: 0.311 -0.344 2.154  0.07


No. 2
Entry from OMol25: 2 unconnected molecules or ions with the total composition C3H7N2O2 at a distorted geometry (the ωB97M-V functional and the def2-TZVPD basis).

Calculated values
LUMO: 4.2 eV
Relative energy (zero: lowest compared OMol25 entry of this formula, charge and spin): 11.5 kcal per mole
HOMO level: -4.523 eV
Total charge: -1

Each line ends with the Mulliken charge.
Geometry (Å):
O: 2.092 -0.665 0.682  -0.64
C: 1.547 -0.383 1.753  0.00
O: 0.451 0.225 1.941  -0.76
H: 2.069 -0.674 2.701  0.38
C: -1.092 -1.290 -0.853  -0.65
N: -0.266 1.431 -0.390  -0.28
C: -1.020 0.992 -1.437  0.11
N: -1.417 -0.186 -1.767  -0.64
H: -0.090 -1.628 -1.148  0.25
H: -1.789 -2.094 -1.091  0.27
H: -1.045 -1.027 0.204  0.22
H: -0.030 0.939 0.528  0.25
H: -0.206 2.434 -0.376  0.19
H: -1.347 1.767 -2.130  0.31


No. 3
Entry from OMol25: 2 unconnected molecules or ions with the total composition C3H7N2O2 at a distorted geometry (the ωB97M-V functional and the def2-TZVPD basis).

Calculated values
LUMO (alpha / beta): -5.2 / -5.2 eV
Relative energy (zero: lowest compared OMol25 entry of this formula, charge and spin): 117.5 kcal per mole
HOMO level (alpha / beta): -13.711 / -13.711 eV
Total charge: +1

Each line ends with the Mulliken charge.
Geometry (Å):
C: -0.167 0.971 -2.118  0.23
C: 0.025 -1.177 -0.169  -0.35
C: 0.065 -0.152 2.055  -0.73
N: 0.293 1.295 -1.097  0.56
N: 0.776 -0.725 0.860  -0.03
O: 0.992 1.615 -0.202  -0.61
O: -1.288 0.750 -2.746  -0.40
H: -1.084 -1.077 0.004  0.30
H: 0.387 -1.794 -0.954  0.39
H: 0.782 0.547 2.447  0.32
H: -0.906 0.215 1.755  0.32
H: -0.188 -0.890 2.864  0.32
H: -1.460 1.112 -3.647  0.39
H: 1.773 -0.691 0.948  0.29


No. 4
Entry from OMol25: C3H7N2O2P in the gas phase at a distorted geometry (the ωB97M-V functional and the def2-TZVPD basis).

Calculated values
⟨S²⟩: 2.01
LUMO (alpha / beta): 0.4 / -3.2 eV
Relative energy (zero: lowest compared OMol25 entry of this formula, charge and spin): 56.3 kcal per mole
HOMO level (alpha / beta): -6.080 / -9.431 eV
Multiplicity: 3

Each line ends with the Löwdin spin population.
Geometry (Å):
C: -1.588 -0.179 -0.102  0.07
C: 0.800 0.956 -0.839  0.13
C: -0.623 0.370 0.834  0.56
N: 0.789 -1.114 0.835  0.74
N: 0.136 1.411 0.288  0.19
O: -1.509 -1.566 -0.124  0.01
O: -2.427 0.355 -0.756  0.07
P: 1.585 -0.808 -0.621  0.16
H: -0.009 0.831 -1.575  0.01
H: 1.674 1.637 -1.166  0.00
H: -0.878 0.509 1.852  0.03
H: 1.436 -1.013 1.605  0.02
H: 0.751 1.916 1.017  0.00
H: -0.768 -1.861 0.381  0.00
H: 0.630 -1.444 -1.628  0.00


No. 5
Entry from OMol25: C3H7N2OP in the gas phase at a distorted geometry (the ωB97M-V functional and the def2-TZVPD basis).

Calculated values
LUMO: 0.8 eV
SMILES: O=C1CCN(P)N1
Relative energy (zero: lowest compared OMol25 entry of this formula, charge and spin): 27.2 kcal per mole
HOMO level: -9.291 eV

Each line ends with the Mulliken charge.
Geometry (Å):
C: 2.029 -0.675 0.012  0.33
C: 1.256 0.649 -0.352  -0.31
C: -0.065 0.503 0.530  -0.57
N: 1.073 -1.560 0.477  -0.19
N: -0.292 -0.888 0.644  -0.05
O: 3.171 -1.059 -0.099  -0.59
P: -1.582 -1.517 -0.327  -0.04
H: 1.833 1.601 0.016  0.29
H: 1.216 0.457 -1.456  0.25
H: -0.114 1.017 1.556  0.20
H: -0.782 1.119 0.041  0.33
H: 1.206 -2.111 1.296  0.27
H: -1.778 -0.555 -1.216  0.02
H: -2.520 -0.748 0.284  0.05


No. 6
Entry from OMol25: a gas-phase ion, C3H7N2OS (charge +1) at a distorted geometry (the ωB97M-V functional and the def2-TZVPD basis).

Calculated values
LUMO: -3.8 eV
Relative energy (zero: lowest compared OMol25 entry of this formula, charge and spin): 42.0 kcal per mole
HOMO level: -13.333 eV
Total charge: +1

Each line ends with the Mulliken charge.
Geometry (Å):
C: -1.670 0.630 0.012  -0.02
C: -0.835 1.580 0.493  -0.70
C: 1.450 0.063 0.269  0.68
N: 2.537 -0.305 -0.368  -0.38
N: -1.255 -0.641 -0.408  -0.47
O: 0.858 -0.849 0.959  -0.40
S: 0.919 1.654 -0.142  -0.06
H: -2.676 0.685 0.335  0.35
H: -1.231 2.448 0.802  0.51
H: 2.931 0.270 -1.022  0.20
H: 2.741 -1.328 -0.267  0.28
H: -1.981 -1.428 -0.413  0.27
H: -0.876 -0.470 -1.323  0.27
H: 0.257 -0.471 1.666  0.46


No. 7
Entry from OMol25: 2 unconnected molecules or ions with the total composition C3H7N2OS at a distorted geometry (the ωB97M-V functional and the def2-TZVPD basis).

Calculated values
LUMO: -5.2 eV
Relative energy (zero: lowest compared OMol25 entry of this formula, charge and spin): 47.1 kcal per mole
HOMO level: -13.330 eV
Total charge: +1

Each line ends with the Mulliken charge.
Geometry (Å):
C: -1.357 -1.037 -0.521  -0.31
C: 0.251 -0.578 0.805  0.30
C: -1.542 0.345 -0.065  0.76
N: -0.384 -1.566 0.090  -0.23
N: -2.393 1.290 -0.433  -0.37
O: -0.605 0.552 0.841  -0.27
S: 3.190 0.442 -0.218  -0.45
H: -1.864 -1.664 -1.267  0.37
H: 0.520 -0.972 1.764  0.30
H: 1.329 -0.494 0.352  -0.13
H: -2.713 1.240 -1.386  0.28
H: 3.928 -0.573 -0.779  0.23
H: -2.306 2.210 -0.026  0.29
H: 3.946 0.807 0.843  0.23


No. 8
Entry from OMol25: C3H7N2P3 in the gas phase at a distorted geometry (the ωB97M-V functional and the def2-TZVPD basis).

Calculated values
LUMO: 0.0 eV
SMILES: [PH2]#[PH]Pn1cccn1
Relative energy (zero: lowest compared OMol25 entry of this formula, charge and spin): 22.4 kcal per mole
HOMO level: -8.664 eV

Each line ends with the Mulliken charge.
Geometry (Å):
C: -2.208 -0.939 -0.348  -0.54
C: -0.917 -0.568 -0.464  -0.23
C: -2.757 0.182 0.342  -0.25
N: -0.739 0.684 0.104  0.63
N: -1.888 1.161 0.567  -0.82
P: 2.671 -1.240 0.055  -0.12
P: 0.713 1.770 -0.193  -0.07
P: 2.850 0.913 -0.205  -0.07
H: -2.666 -1.885 -0.660  0.33
H: -0.147 -1.172 -0.970  0.37
H: -3.797 0.398 0.504  0.42
H: 3.835 -1.265 0.686  0.05
H: 1.644 -1.369 1.093  0.11
H: 0.812 2.434 1.156  0.10
H: 2.595 0.894 -1.668  0.09


No. 9
Entry from OMol25: 2 unconnected molecules or ions with the total composition C3H7N2P3 at a distorted geometry (the ωB97M-V functional and the def2-TZVPD basis).

Calculated values
LUMO (alpha / beta): -2.6 / -2.7 eV
Relative energy (zero: lowest compared OMol25 entry of this formula, charge and spin): 63.3 kcal per mole
HOMO level (alpha / beta): -8.100 / -8.094 eV

Each line ends with the Mulliken charge.
Geometry (Å):
C: -0.219 0.171 -3.837  -0.40
C: -0.027 -0.806 -2.881  -0.19
C: 0.795 1.068 -2.108  -0.21
N: 0.401 1.344 -3.358  -0.58
N: 0.669 -0.249 -1.862  -0.28
P: 0.323 -0.185 3.502  -0.13
P: 0.414 -1.608 0.453  0.21
P: 0.728 0.352 1.393  0.00
H: -0.702 0.034 -4.792  0.35
H: -0.309 -1.803 -2.900  0.42
H: 1.222 1.777 -1.501  0.43
H: -0.744 -1.009 3.275  0.04
H: -0.702 0.838 3.755  0.09
H: -0.812 -1.162 0.021  0.13
H: 2.155 0.003 1.429  0.12


No. 10
Entry from OMol25: a gas-phase ion, C3H7N2S (charge +1) at a distorted geometry (the ωB97M-V functional and the def2-TZVPD basis).

Calculated values
LUMO: -4.9 eV
Relative energy (zero: lowest compared OMol25 entry of this formula, charge and spin): 58.6 kcal per mole
HOMO level: -13.714 eV
Total charge: +1

Each line ends with the Mulliken charge.
Geometry (Å):
C: 0.731 -0.350 -0.920  0.52
C: 0.124 -1.057 0.069  -0.46
C: 0.543 1.994 -0.237  -0.74
N: -1.673 -2.088 1.568  -0.37
N: 0.915 0.964 -1.174  -0.15
S: -0.039 -1.858 1.416  0.22
H: 1.054 -0.995 -1.744  0.33
H: -0.153 1.585 0.493  0.25
H: 1.414 2.374 0.300  0.31
H: 0.067 2.822 -0.761  0.30
H: -2.306 -1.863 0.815  0.29
H: -2.008 -2.775 2.223  0.25
H: 1.331 1.248 -2.047  0.26


No. 11
Entry from OMol25: a molecular structure, C3H7N2S at a distorted geometry (the ωB97M-V functional and the def2-TZVPD basis).

Calculated values
LUMO: -3.9 eV
Relative energy (zero: lowest compared OMol25 entry of this formula, charge and spin): 72.1 kcal per mole
HOMO level: -13.472 eV
Total charge: +1

Each line ends with the Mulliken charge.
Geometry (Å):
C: -1.424 0.491 1.378  -0.16
C: -0.855 1.529 2.286  -0.47
C: 1.762 -1.445 -1.571  -0.17
N: -0.424 0.256 0.610  -0.24
N: 0.696 -0.826 -1.471  -0.27
S: 0.743 1.422 1.261  0.04
H: -2.503 0.171 1.319  0.36
H: -0.875 1.280 3.410  0.34
H: 2.316 -1.912 -0.706  0.23
H: 2.127 -1.737 -2.457  0.32
H: 0.123 -0.504 -0.379  0.49
H: -1.526 2.463 2.214  0.30
H: 0.124 -0.656 -2.303  0.25


No. 12
Entry from OMol25: 2 unconnected molecules or ions with the total composition C3H7N2S at a distorted geometry (the ωB97M-V functional and the def2-TZVPD basis).

Calculated values
LUMO: -4.2 eV
Relative energy (zero: lowest compared OMol25 entry of this formula, charge and spin): 116.6 kcal per mole
HOMO level: -14.012 eV
Total charge: +1

Each line ends with the Mulliken charge.
Geometry (Å):
C: 3.549 -1.043 -0.458  0.03
C: -0.364 0.359 0.684  -0.11
C: -2.423 -0.720 -0.046  -0.71
N: 2.667 -0.399 -0.082  -0.37
N: -1.409 0.395 -0.174  -0.03
S: 0.755 1.831 0.301  -0.08
H: 4.357 -1.532 -1.055  0.31
H: 1.030 1.713 1.516  0.27
H: -2.411 -1.363 -0.820  0.32
H: -2.256 -1.284 0.924  0.32
H: -3.511 -0.163 -0.026  0.29
H: -1.866 1.089 -0.723  0.31
H: 1.882 1.119 -0.041  0.47